Entry 1:
A structure of composition C30H16Cl3IIrN4O10, computed with the ωB97M-V functional and the def2-TZVPD basis.

Each line ends with the Mulliken charge.
Atoms and positions in Å:
Ir1 -0.88 -0.06 0.23  2.12
I1 1.83 4.31 0.99  0.06
Cl1 0.92 -2.97 5.67  -0.21
Cl2 -3.08 6.29 -1.11  -0.26
Cl3 2.68 0.69 2.04  -0.12
O1 0.35 -1.52 0.84  0.38
O2 -2.30 -1.43 0.21  -0.74
O3 4.82 -3.48 -3.02  -0.63
O4 -4.19 -1.91 1.27  -0.66
O5 4.99 -4.95 -1.45  -0.63
O6 -0.10 -0.03 -1.52  -0.68
O7 1.83 0.29 -2.52  -0.60
O8 2.08 -4.91 2.23  -0.66
O9 0.33 -3.67 2.30  -0.55
O10 0.08 1.63 0.56  -0.42
N1 1.39 -4.01 1.79  1.06
N2 4.48 -3.97 -1.96  1.07
N3 -2.28 1.26 -0.48  -0.32
N4 0.50 -1.02 3.57  0.01
C1 -1.87 2.55 -0.39  0.70
C2 1.85 -3.32 0.58  -0.50
C3 3.49 -2.34 5.27  -0.56
C4 -2.13 4.92 -0.65  0.46
C5 -0.87 5.09 -0.15  -0.37
C6 -2.39 0.97 2.46  0.23
C7 -3.96 3.29 -1.29  -0.73
C8 0.11 1.36 3.60  -0.39
C9 -0.74 2.41 3.41  -0.88
C10 2.79 -2.19 -1.77  -0.58
C11 1.85 -1.12 3.92  -1.36
C12 -2.68 3.62 -0.79  0.05
C13 -0.08 3.99 0.25  0.03
C14 -2.19 -1.52 2.57  0.64
C15 -3.46 0.96 -0.96  -0.13
C16 -0.25 0.06 3.22  0.13
C17 4.52 -1.62 4.68  -0.52
C18 -0.57 2.72 0.15  -0.35
C19 -3.01 -1.66 1.30  0.15
C20 1.74 -1.59 -1.10  0.34
C21 2.92 -0.44 3.33  1.24
C22 2.19 -2.07 4.90  0.54
C23 1.19 -0.36 -1.74  0.16
C24 2.90 -3.91 -0.09  -0.27
C25 -1.53 -0.15 2.61  -0.87
C26 4.23 -0.68 3.72  -0.89
C27 -4.34 1.98 -1.38  -1.09
C28 3.36 -3.34 -1.25  -0.68
C29 -2.00 2.24 2.83  -0.66
C30 1.25 -2.12 0.12  0.44
H1 -0.47 6.09 -0.07  0.47
H2 -2.87 -1.66 3.41  0.53
H3 0.05 -1.92 3.51  0.12
H4 3.16 -1.75 -2.68  0.65
H5 5.02 -0.12 3.23  0.49
H6 -0.44 3.40 3.74  0.45
H7 3.68 -3.09 6.02  0.44
H8 -1.47 -2.33 2.56  0.04
H9 -3.39 0.80 2.08  0.45
H10 3.35 -4.81 0.30  0.68
H11 -4.62 4.09 -1.60  0.48
H12 1.06 1.51 4.10  0.63
H13 -3.73 -0.08 -1.00  0.67
H14 5.55 -1.82 4.96  0.41
H15 -2.68 3.07 2.71  0.55
H16 -5.31 1.70 -1.76  0.43

total charge	0
electronic energy	-3906.74531	hartree
ΔE to the lowest compared entry with this formula, charge and spin	13.8	kcal per mole
highest occupied orbital energy (alpha / beta)	-8.4676 / -8.4548	eV
⟨S²⟩	0.755
HOMO-LUMO gap (alpha / beta)	7.12 / 5.70	eV
spin multiplicity	2

---

Entry 2:
A cluster of 5 separate species, C19H42Br2ClF3NO4S4 in total, computed with the ωB97M-V functional and the def2-TZVPD basis.

Each line ends with the Mulliken charge.
Atoms and positions in Å:
Br1 -1.68 0.34 3.07  -0.08
Br2 1.96 -1.98 1.01  -0.12
Cl1 1.37 2.84 -1.81  -0.10
S1 7.15 -4.55 5.63  0.55
S2 -4.40 5.45 -3.01  0.40
S3 5.18 -0.61 3.69  0.53
S4 -6.46 -0.12 -3.13  0.41
F1 -0.99 -2.12 1.82  -0.20
F2 0.10 -1.62 3.71  -0.22
F3 1.72 0.12 2.76  -0.28
O1 -5.08 0.42 -2.94  -0.48
O2 6.14 -1.12 2.67  -0.65
O3 -3.97 4.08 -2.56  -0.52
O4 6.01 -4.72 6.59  -0.61
N1 -0.48 0.75 -1.67  0.45
C1 -1.44 3.17 -1.56  -0.07
C2 -0.67 0.42 -0.22  -0.53
C3 7.61 -6.20 5.05  -0.97
C4 -5.97 5.27 -3.87  -0.97
C5 -0.18 -1.58 -2.68  -0.62
C6 0.90 -0.47 1.75  0.09
C7 -0.33 2.18 -2.10  0.05
C8 -1.77 -1.33 -2.68  -0.64
C9 -1.77 0.23 -2.30  -0.87
C10 -6.42 -1.87 -2.69  -0.94
C11 5.95 -0.84 5.31  -0.46
C12 8.64 -4.26 6.60  -0.95
C13 -0.38 -1.05 2.51  0.63
C14 0.60 0.68 0.70  -1.00
C15 0.56 -0.19 -2.27  -0.50
C16 -3.43 5.86 -4.47  -0.98
C17 -6.72 -0.37 -4.89  -0.94
C18 3.90 -1.86 3.91  0.20
C19 -1.22 3.69 -0.07  -0.99
H1 -6.74 0.61 -5.38  0.29
H2 4.36 -2.83 4.11  0.32
H3 -2.63 0.62 -1.67  0.41
H4 6.80 -6.59 4.45  0.32
H5 -6.23 -1.96 -1.62  0.31
H6 -0.21 3.45 0.37  0.19
H7 0.52 1.65 1.30  0.17
H8 -7.67 -0.87 -5.06  0.40
H9 -1.34 4.82 0.03  0.33
H10 -6.73 4.97 -3.14  0.32
H11 -2.39 5.98 -4.17  0.31
H12 -0.43 2.17 -3.24  0.55
H13 -5.89 4.50 -4.64  0.27
H14 1.55 0.80 0.09  0.56
H15 0.01 -1.89 -3.76  0.40
H16 -2.07 3.25 0.56  0.28
H17 -2.02 0.70 -3.31  0.36
H18 8.75 -5.04 7.36  0.32
H19 -2.33 -1.34 -3.66  0.36
H20 -2.50 2.79 -1.64  0.24
H21 -0.91 -0.69 -0.16  0.55
H22 3.25 -1.57 4.74  0.36
H23 8.52 -6.13 4.44  0.35
H24 5.23 -0.58 6.09  0.34
H25 -3.79 6.80 -4.89  0.41
H26 -2.40 -1.80 -1.87  0.29
H27 8.55 -3.30 7.09  0.30
H28 6.28 -1.87 5.42  -0.20
H29 -1.56 0.97 0.22  0.39
H30 -5.90 -0.96 -5.31  0.28
H31 -5.62 -2.37 -3.24  0.26
H32 -6.26 6.22 -4.31  0.41
H33 1.38 -0.57 -1.60  0.14
H34 9.51 -4.26 5.94  0.37
H35 3.32 -1.91 2.99  -0.75
H36 -3.50 5.06 -5.21  0.30
H37 -7.38 -2.33 -2.93  0.40
H38 -0.06 -2.43 -1.94  0.24
H39 0.97 0.14 -3.28  0.51
H40 -1.39 4.09 -2.23  0.05
H41 6.81 -0.17 5.38  0.37
H42 7.79 -6.86 5.90  0.31

total charge	+1
electronic energy	-8604.98372	hartree
highest occupied orbital energy	-10.1083	eV
HOMO-LUMO gap	7.64	eV

---

Entry 3:
The molecule C3H3N3, computed with the ωB97M-V functional and the def2-TZVPD basis.

Each line ends with the Mulliken charge.
Atoms and positions in Å:
N1 2.29 -0.41 0.23  -0.45
N2 0.93 0.17 -0.48  -0.21
N3 -0.77 -0.25 1.30  -0.39
C1 -0.23 0.17 0.22  0.32
C2 1.84 -0.84 -0.83  0.24
C3 -1.56 0.71 0.48  -0.20
H1 -1.99 1.64 0.91  0.23
H2 -2.34 0.22 -0.09  0.14
H3 1.83 -1.40 -1.74  0.32

total charge	0
electronic energy	-280.03636	hartree
ΔE to the lowest compared entry with this formula, charge and spin	116.3	kcal per mole
highest occupied orbital energy (alpha / beta)	-6.2718 / -9.7330	eV
⟨S²⟩	2.029
HOMO-LUMO gap (alpha / beta)	6.82 / 6.94	eV
spin multiplicity	3

---

Entry 4:
A structure of composition C37H51IrN7O2S3, computed with the ωB97M-V functional and the def2-TZVPD basis.

Each line ends with the Mulliken charge.
Atoms and positions in Å:
Ir1 0.46 -0.48 1.01  2.75
S1 -1.86 0.34 0.38  -0.31
S2 0.79 -2.32 -0.59  -0.66
S3 0.18 0.32 3.40  -0.52
O1 0.80 1.25 -0.35  -1.09
O2 2.67 -0.43 1.06  -1.29
N1 3.50 -1.92 -0.52  -0.18
N2 0.71 4.64 -0.84  -0.07
N3 1.20 3.37 -1.09  0.37
N4 0.24 -2.12 2.57  -0.19
N5 2.67 -2.95 -2.35  0.13
N6 -3.64 -0.03 2.32  0.12
N7 -4.34 -0.54 0.18  0.15
C1 7.34 -1.33 0.93  -0.76
C2 1.60 -3.37 -3.25  -0.93
C3 3.58 -1.12 0.54  0.06
C4 4.96 -0.96 1.07  0.62
C5 3.13 2.30 -4.65  -0.71
C6 -7.01 1.53 3.26  -0.41
C7 4.72 -1.95 -3.38  -0.81
C8 -4.97 0.04 2.91  -1.42
C9 -5.08 -1.83 -1.79  -0.88
C10 2.20 3.33 -4.65  -0.69
C11 -0.29 3.24 0.57  -0.83
C12 2.44 -2.34 -1.17  0.59
C13 -0.16 4.55 0.20  0.22
C14 0.28 -1.38 3.69  0.70
C15 6.44 0.00 2.73  -0.76
C16 6.06 -1.52 0.43  0.03
C17 -3.38 -0.14 1.01  -0.05
C18 1.51 5.81 -1.11  -1.16
C19 0.43 -4.10 3.86  -0.85
C20 4.05 -3.18 -2.78  -0.82
C21 -7.58 2.93 3.04  -1.27
C22 0.58 2.47 -0.25  0.76
C23 7.53 -0.56 2.07  -0.37
C24 5.16 -0.20 2.23  -0.50
C25 -4.20 -0.71 -1.26  -0.72
C26 -5.59 1.43 2.71  -0.05
C27 -4.60 -3.62 0.02  -1.01
C28 -4.57 -3.24 -1.46  -0.26
C29 0.39 -1.97 4.95  -0.78
C30 1.87 3.03 -2.29  0.14
C31 1.23 -2.28 -4.26  -0.85
C32 0.33 -3.44 2.65  -0.21
C33 0.46 -3.35 5.03  -0.21
C34 -0.86 5.75 0.73  -1.58
C35 1.55 3.68 -3.48  -0.04
C36 3.41 1.63 -3.47  -0.38
C37 2.80 2.00 -2.28  -0.70
H1 8.52 -0.40 2.46  0.40
H2 4.13 0.82 -3.47  0.35
H3 -3.88 -3.04 0.59  0.15
H4 -7.65 0.80 2.76  0.35
H5 0.31 -3.98 1.71  0.51
H6 -5.61 -0.73 2.47  0.29
H7 -1.59 5.46 1.48  0.39
H8 1.96 3.84 -5.57  0.40
H9 -4.96 2.17 3.20  0.31
H10 -6.10 -1.70 -1.43  0.38
H11 0.97 -1.36 -3.73  0.10
H12 0.47 -5.18 3.89  0.45
H13 -4.46 0.24 -1.75  0.27
H14 4.76 -1.15 -2.64  0.07
H15 -6.97 3.68 3.56  0.33
H16 -1.37 6.27 -0.08  0.37
H17 8.19 -1.76 0.42  0.42
H18 -5.23 -0.82 0.56  0.23
H19 -5.60 1.66 1.64  0.28
H20 -8.59 3.01 3.43  0.38
H21 -7.01 1.30 4.32  0.31
H22 3.63 2.02 -5.56  0.44
H23 -4.88 -0.18 3.97  0.48
H24 -5.17 -3.95 -2.02  0.33
H25 0.79 4.45 -3.49  0.56
H26 -4.35 -4.67 0.13  0.39
H27 4.18 -1.60 -4.26  0.35
H28 4.29 0.23 2.72  0.46
H29 -3.54 -3.32 -1.82  0.22
H30 4.03 -3.99 -3.50  0.42
H31 -3.15 -0.91 -1.49  0.42
H32 -5.60 -3.46 0.44  0.28
H33 3.04 1.49 -1.36  0.63
H34 2.16 5.63 -1.96  0.47
H35 5.91 -2.11 -0.46  0.27
H36 -2.89 0.39 2.86  0.26
H37 2.06 -2.08 -4.93  0.29
H38 0.54 -3.83 5.99  0.41
H39 -7.60 3.18 1.98  0.33
H40 0.37 -2.61 -4.85  0.43
H41 -0.94 2.84 1.33  0.56
H42 2.13 6.07 -0.24  0.35
H43 1.92 -4.27 -3.76  0.43
H44 0.72 -3.62 -2.65  0.45
H45 -5.11 -1.73 -2.88  0.36
H46 -0.15 6.44 1.19  0.34
H47 0.86 6.66 -1.32  0.37
H48 5.74 -2.20 -3.67  0.38
H49 4.61 -3.50 -1.91  0.44
H50 0.42 -1.35 5.83  0.47
H51 6.58 0.59 3.62  0.41

total charge	+1
electronic energy	-3273.05124	hartree
ΔE to the lowest compared entry with this formula, charge and spin	42.7	kcal per mole
highest occupied orbital energy	-9.9886	eV
HOMO-LUMO gap	7.37	eV